The following is a quantum chemistry calculation of an isolated ion of composition C4H7N2 and charge +1, from OMol25.

Geometry as ORCA input:
```
! wB97M-V def2-TZVPD RIJCOSX def2/J DEFGRID3
* xyz 1 1
C 1.42 0.64 -0.02
C -0.12 -1.15 0.13
C -0.98 1.11 0.02
C 1.38 -0.72 -0.07
N 0.39 1.41 0.19
N -1.36 -0.22 -0.02
H 2.37 1.11 -0.07
H -0.44 -1.94 -0.53
H -0.06 -1.67 1.11
H -1.59 1.68 0.85
H -1.22 1.91 -0.86
H 2.15 -1.58 -0.07
H -1.94 -0.58 -0.66
*
```

The energy above the lowest of the compared OMol25 structures with the same formula, charge and spin is 138.5 kcal per mole. For the HOMO energy (alpha / beta), the calculation gives -14.140 / -14.135 eV. The calculation puts the HOMO-LUMO gap (alpha / beta) at 6.313 / 6.302 eV. The lowest unoccupied orbital energy (alpha / beta) is -7.827 / -7.833 eV.

natural (NBO) atomic charge list, values in e, 2 entries: atom 1 (C): -0.127, atom 2 (C): -0.328

=====

The following is a quantum chemistry calculation of H4O14S3Zn as an isolated structure, from OMol25.

Geometry as ORCA input:
```
! wB97M-V def2-TZVPD RIJCOSX def2/J DEFGRID3
* xyz -4 1
Zn 0.25 -0.21 0.09
S -1.51 -1.40 2.55
O -1.16 -2.20 3.73
O -0.40 -1.16 1.61
O -2.55 -2.11 1.83
O -2.02 -0.14 2.99
S -1.06 1.92 0.76
O -2.00 2.19 1.81
O 0.30 1.63 1.22
O -1.43 0.68 0.02
O -1.07 3.05 -0.15
S 1.07 1.38 -2.80
O 0.84 2.74 -2.46
O 0.91 0.61 -1.58
O 0.05 1.06 -3.85
O 2.38 1.19 -3.39
O -0.03 -1.83 -1.09
H -0.01 -2.68 -0.66
H -0.28 -2.03 -2.00
O 2.20 -0.84 0.38
H 2.91 -0.85 -0.25
H 2.62 -1.01 1.23
*
```

The energy above the lowest of the compared OMol25 structures with the same formula, charge and spin is 78.9 kcal per mole. For the HOMO energy, the calculation gives 5.606 eV. The calculation puts the HOMO-LUMO gap at 2.829 eV. The lowest unoccupied orbital energy is 8.435 eV.

natural (NBO) atomic charge list, values in e, 2 entries: atom 1 (Zn): 1.752, atom 2 (S): 2.643

=====

The following is a quantum chemistry calculation of one molecule with the formula C8H18O4P2, from OMol25.

Geometry as ORCA input:
```
! wB97M-V def2-TZVPD RIJCOSX def2/J DEFGRID3
* xyz 0 3
C 2.72 0.59 -0.80
C -0.74 -1.13 -0.97
C -1.95 -0.96 -1.90
C -0.51 -2.61 -0.58
C -1.19 3.64 -1.31
C 1.50 -1.87 3.44
C 0.32 3.29 -1.49
C 0.22 -1.47 2.75
O -1.75 0.65 1.45
O 0.36 -0.59 -1.63
O 0.42 1.83 -1.72
O 0.48 -0.66 1.56
P 1.04 0.68 -0.83
P -0.62 0.08 0.67
H 2.96 -0.33 -0.27
H 3.20 1.56 -0.74
H -2.24 -1.91 -2.17
H -1.69 -0.38 -2.79
H -2.67 -0.45 -1.32
H 0.38 -2.70 0.05
H -0.49 -3.24 -1.43
H -1.29 -2.99 0.12
H -1.74 2.94 -0.58
H -1.16 4.74 -0.99
H -1.76 3.67 -2.24
H 2.21 -1.10 3.79
H 1.21 -2.55 4.27
H 2.11 -2.63 2.84
H 0.80 3.45 -0.53
H 0.66 3.76 -2.37
H -0.45 -0.97 3.45
H -0.32 -2.34 2.27
*
```

As for the expectation value of S²: 2.0074. For the HOMO energy (alpha / beta), the calculation gives -4.316 / -8.952 eV. The calculation puts the HOMO-LUMO gap (alpha / beta) at 5.065 / 7.111 eV. The lowest unoccupied orbital energy (alpha / beta) is 0.748 / -1.841 eV.

natural (NBO) atomic charge list, values in e, 2 entries: atom 1 (C): -0.738, atom 2 (C): 0.040

=====

The following is a quantum chemistry calculation of C39H54GeMoN3PSSe3Si as an isolated structure, from OMol25.

Geometry as ORCA input:
```
! wB97M-V def2-TZVPD RIJCOSX def2/J DEFGRID3
* xyz 2 1
Mo 0.61 -0.23 -0.58
C 5.21 0.82 4.42
Si 4.73 -0.59 3.29
C 4.92 -2.23 4.16
C 5.73 -0.54 1.72
C 2.86 -0.41 2.95
C 2.01 -0.37 4.06
C 0.63 -0.29 3.94
C 0.09 -0.24 2.67
N 0.88 -0.26 1.60
C 2.21 -0.35 1.73
S 2.91 -0.39 0.11
H 6.18 0.62 4.87
H 4.50 0.97 5.23
H 5.30 1.75 3.86
H 5.97 -2.44 4.36
H 4.53 -3.04 3.55
H 4.41 -2.25 5.12
H 6.78 -0.59 2.00
H 5.59 0.38 1.16
H 5.52 -1.38 1.06
H 2.44 -0.41 5.05
H -0.01 -0.27 4.80
H -0.98 -0.18 2.50
Se 0.08 0.48 -2.93
P -1.99 -0.11 -2.31
Se -2.02 -0.33 -0.12
C -2.53 -1.60 -3.13
C -1.97 -1.98 -4.34
C -2.49 -3.06 -5.04
C -3.58 -3.76 -4.52
C -4.14 -3.38 -3.30
C -3.62 -2.31 -2.60
C -3.00 1.28 -2.81
C -3.00 1.63 -4.16
C -3.80 2.66 -4.60
C -4.61 3.35 -3.70
C -4.61 3.00 -2.36
C -3.80 1.97 -1.91
H -1.12 -1.45 -4.75
H -2.05 -3.36 -5.97
H -3.98 -4.60 -5.06
H -4.98 -3.92 -2.90
H -4.05 -2.02 -1.65
H -2.38 1.10 -4.88
H -3.81 2.93 -5.65
H -5.24 4.15 -4.05
H -5.24 3.53 -1.67
H -3.81 1.70 -0.86
C 3.22 5.21 -0.50
C 3.12 5.35 1.01
C 3.82 4.23 1.77
C 3.18 2.85 1.61
N 1.86 2.78 2.23
C 0.67 2.66 1.61
Se 0.41 2.36 -0.24
N -0.31 2.72 2.52
C -1.75 2.71 2.24
C -2.28 4.04 1.70
C -2.12 5.25 2.62
C -0.76 5.93 2.52
C 0.25 2.87 3.78
C -0.32 2.96 5.04
C 0.55 3.05 6.11
C 1.95 3.06 5.92
C 2.51 2.99 4.67
C 1.63 2.90 3.59
H 2.89 6.11 -1.01
H 2.61 4.39 -0.89
H 4.25 5.03 -0.81
H 2.07 5.42 1.32
H 3.57 6.30 1.31
H 3.86 4.48 2.84
H 4.85 4.15 1.44
H 3.79 2.08 2.09
H 3.06 2.58 0.56
H -2.23 2.46 3.18
H -1.94 1.90 1.53
H -3.34 3.86 1.50
H -1.82 4.24 0.73
H -2.32 4.95 3.66
H -2.89 5.97 2.37
H 0.06 5.33 2.90
H -0.76 6.86 3.08
H -0.54 6.18 1.48
H -1.39 2.96 5.20
H 0.16 3.12 7.11
H 2.59 3.14 6.78
H 3.58 3.01 4.53
C -1.46 -3.56 1.49
Ge -0.39 -3.84 -0.10
C 1.35 -4.61 0.29
C -1.32 -4.72 -1.54
C 0.18 -2.00 -0.67
H -1.77 -4.53 1.89
H -2.35 -2.98 1.26
H -0.89 -3.04 2.26
H 1.23 -5.62 0.66
H 1.87 -4.03 1.05
H 1.96 -4.65 -0.61
H -1.32 -5.79 -1.36
H -0.83 -4.54 -2.50
H -2.35 -4.38 -1.61
H 1.11 -1.90 -1.37
*
```

The energy above the lowest of the compared OMol25 structures with the same formula, charge and spin is 26.1 kcal per mole. For the HOMO energy, the calculation gives -13.417 eV. The calculation puts the HOMO-LUMO gap at 5.918 eV. The lowest unoccupied orbital energy is -7.499 eV.

Löwdin atomic charge list, values in e, 2 entries: atom 1 (Mo): 0.643, atom 2 (C): -0.157

=====

The following is a quantum chemistry calculation of one molecule with the formula C3H4O3, from OMol25.

Geometry as ORCA input:
```
! wB97M-V def2-TZVPD RIJCOSX def2/J DEFGRID3
* xyz 0 1
O 0.84 -0.18 1.77
C 1.14 -0.27 0.60
C 0.16 0.06 -0.51
O -0.37 -1.24 -0.73
C -0.98 0.99 -0.12
O -1.38 1.88 -0.83
H 2.03 -0.83 0.26
H 0.63 0.42 -1.43
H -0.59 -1.58 0.15
H -1.48 0.75 0.84
*
```

The energy above the lowest of the compared OMol25 structures with the same formula, charge and spin is 45.9 kcal per mole. For the HOMO energy, the calculation gives -10.022 eV. The SMILES is O=CC(O)C=O. The calculation puts the HOMO-LUMO gap at 10.217 eV. The lowest unoccupied orbital energy is 0.195 eV.

natural (NBO) atomic charge list, values in e, 2 entries: atom 1 (O): -0.511, atom 2 (C): 0.412

=====

The following is a quantum chemistry calculation of a 5-piece molecular cluster, C2H12O5 overall, from OMol25.

Geometry as ORCA input:
```
! wB97M-V def2-TZVPD RIJCOSX def2/J DEFGRID3
* xyz 0 1
C 2.58 0.63 -0.01
C 1.80 -0.33 0.42
O 1.40 -0.46 1.73
H 2.89 0.92 -1.01
H 2.88 1.46 0.62
H 1.38 -1.20 -0.06
H 1.26 0.32 2.27
O -1.75 -1.69 0.20
H -0.83 -1.50 0.36
H -2.37 -1.49 0.90
O 0.16 -1.09 -3.08
H -0.76 -1.11 -2.79
H 0.68 -0.68 -2.39
O -2.20 0.66 -1.09
H -1.58 0.84 -0.38
H -2.99 0.31 -0.68
O -0.84 2.12 2.00
H -0.46 1.25 1.88
H -0.51 2.67 1.27
*
```

The energy above the lowest of the compared OMol25 structures with the same formula, charge and spin is 39.6 kcal per mole. For the HOMO energy, the calculation gives -10.191 eV. The SMILES is C=CO.O.O.O.O. The calculation puts the HOMO-LUMO gap at 10.299 eV. The lowest unoccupied orbital energy is 0.108 eV.

natural (NBO) atomic charge list, values in e, 2 entries: atom 1 (C): -0.509, atom 2 (C): 0.127

=====

The following is a quantum chemistry calculation of C34H26IrN4O6S2Si as an isolated structure, from OMol25.

Geometry as ORCA input:
```
! wB97M-V def2-TZVPD RIJCOSX def2/J DEFGRID3
* xyz -1 5
Ir 14.85 11.61 14.65
O 17.72 13.79 16.26
C 16.72 13.34 15.78
O 16.62 12.10 15.28
C 15.51 14.20 15.45
C 15.33 15.58 15.64
C 14.12 16.16 15.31
C 13.13 15.40 14.62
C 13.43 14.04 14.38
N 14.47 13.46 14.91
C 12.51 13.18 13.61
O 11.87 13.47 12.63
O 12.66 11.81 14.01
H 16.21 16.08 15.96
H 13.79 17.15 15.58
H 12.19 15.84 14.25
N 18.11 9.25 6.51
C 17.85 8.75 7.75
C 18.75 7.85 8.35
C 18.81 7.74 9.70
C 17.89 8.38 10.47
C 16.77 9.07 9.86
C 16.75 9.26 8.48
S 18.34 8.89 12.11
O 19.02 10.18 12.12
O 18.88 7.79 12.90
N 16.78 9.21 12.56
C 16.33 9.21 13.71
S 16.84 7.93 14.94
C 15.15 7.75 15.27
C 14.37 8.77 14.80
N 15.10 9.74 14.13
H 18.86 8.83 5.95
H 17.33 9.52 5.95
H 19.36 7.28 7.68
H 19.60 7.21 10.27
H 15.92 9.40 10.48
H 15.98 9.89 8.05
H 14.75 6.88 15.87
H 13.29 8.87 14.88
C 7.20 12.53 12.74
C 7.78 11.57 11.96
C 9.07 11.15 12.21
C 9.82 11.65 13.34
C 9.12 12.58 14.13
C 7.89 13.10 13.82
Si 11.31 10.74 13.93
C 11.74 9.56 12.59
C 11.08 8.32 12.39
C 11.71 7.31 11.71
C 12.82 7.63 10.91
C 13.29 8.94 10.84
C 12.80 9.89 11.76
C 11.13 10.16 15.72
C 11.83 10.86 16.73
C 11.32 10.83 18.05
C 10.11 10.15 18.34
C 9.61 9.26 17.38
C 10.18 9.20 16.15
H 6.21 12.89 12.52
H 7.23 11.08 11.12
H 9.55 10.44 11.52
H 9.68 13.00 15.01
H 7.48 13.92 14.43
H 10.11 8.19 12.85
H 11.32 6.29 11.72
H 13.24 6.85 10.26
H 13.97 9.29 10.04
H 13.24 10.90 11.77
H 12.74 11.39 16.55
H 11.88 11.33 18.83
H 9.56 10.24 19.26
H 8.79 8.62 17.65
H 9.85 8.38 15.57
*
```

As for the expectation value of S²: 6.0219. The energy above the lowest of the compared OMol25 structures with the same formula, charge and spin is 25.2 kcal per mole. For the HOMO energy (alpha / beta), the calculation gives -1.661 / -5.151 eV. The calculation puts the HOMO-LUMO gap (alpha / beta) at 3.882 / 6.219 eV. The lowest unoccupied orbital energy (alpha / beta) is 2.222 / 1.068 eV.

Löwdin atomic charge list, values in e, 2 entries: atom 1 (Ir): 1.548, atom 2 (O): 0.068

=====

The following is a quantum chemistry calculation of one molecule with the formula C3H4S2, from OMol25.

Geometry as ORCA input:
```
! wB97M-V def2-TZVPD RIJCOSX def2/J DEFGRID3
* xyz 0 1
S 2.75 0.13 -0.24
C 0.66 0.65 -0.30
C -0.61 0.25 -0.20
C -1.33 -0.98 0.14
S -2.30 0.55 -0.37
H 2.65 0.74 0.96
H 0.84 1.74 -0.65
H -1.60 -1.86 -0.48
H -1.06 -1.21 1.14
*
```

The energy above the lowest of the compared OMol25 structures with the same formula, charge and spin is 70.5 kcal per mole. For the HOMO energy, the calculation gives -8.980 eV. The SMILES is S/C=C1\CS1. The calculation puts the HOMO-LUMO gap at 8.838 eV. The lowest unoccupied orbital energy is -0.142 eV.

natural (NBO) atomic charge list, values in e, 2 entries: atom 1 (S): -0.096, atom 2 (C): -0.236

=====

| no. | calculated total energy (eV) | largest force on an atom (Eh/bohr) |
| --- | --- | --- |
| 1 | -7229.733 | 0.1286 |
| 2 | -109644.434 | 0.0676 |
| 3 | -35351.233 | 0.0714 |
| 4 | -328192.245 | 0.0174 |
| 5 | -9316.709 | 0.0116 |
| 6 | -12504.466 | 0.0322 |
| 7 | -86308.671 | 0.0971 |
| 8 | -24842.584 | 0.0754 |